Entry 1:
Molecular formula: C10H18N2
Method: DFT, wB97M-V/def2-TZVPD

XYZ file:
```
30
Properties=species:S:1:pos:R:3
C 0.61 1.66 -0.96
C 1.05 2.33 0.17
C 1.03 0.23 -0.96
C 0.19 0.15 0.33
C 2.64 0.11 -0.79
C 0.69 -0.76 -2.10
C 0.85 -0.38 1.52
C -1.79 -1.39 0.42
C -2.09 1.06 0.82
C -1.31 -0.02 0.13
N -0.35 2.09 -1.68
N 1.62 2.94 1.04
H 3.19 0.03 -1.76
H 2.90 -0.78 -0.15
H 3.13 1.05 -0.36
H 0.72 -1.82 -1.73
H 1.26 -0.54 -3.02
H -0.39 -0.68 -2.47
H 1.80 -0.61 1.28
H 0.38 -1.15 2.14
H 1.03 0.47 2.28
H -1.04 -2.18 0.37
H -2.47 -1.52 -0.37
H -2.42 -1.47 1.35
H -2.16 1.04 1.90
H -3.12 1.02 0.45
H -1.72 1.97 0.41
H -1.36 0.35 -0.86
H -0.63 1.53 -2.50
H 1.32 2.86 2.00
```

Orbital gap (alpha / beta)   7.5 / 7.5 eV
Energy   -501.1454 hartree
Relative energy (zero: lowest compared OMol25 entry of this formula, charge and spin)   121.1 kcal/mol

Atomic partial charges in e from the natural (NBO) method, atoms 1 to 5: number 1, C, carries 0.10; number 2, C, carries 0.49; number 3, C, carries -0.13; number 4, C, carries 0.17; number 5, C, carries -0.63

=====

Entry 2:
Molecular formula: C10H18N2O3
Method: DFT, wB97M-V/def2-TZVPD

XYZ file:
```
33
Properties=species:S:1:pos:R:3
C -5.82 1.24 0.11
C -5.89 -0.03 -0.26
O -4.90 -0.87 -0.66
C -3.57 -0.40 -0.67
C -2.95 -0.40 0.74
N -1.62 0.17 0.73
C -0.49 -0.54 0.87
O -0.41 -1.73 1.08
C 0.74 0.36 0.74
O 0.64 1.55 0.47
N 1.87 -0.32 0.94
H 1.76 -1.31 1.13
C 3.20 0.23 0.82
H 3.73 0.12 1.77
H 3.07 1.30 0.61
C 4.00 -0.44 -0.30
C 5.42 0.12 -0.32
H 5.41 1.19 -0.51
H 6.01 -0.36 -1.10
H 5.91 -0.05 0.64
C 3.32 -0.22 -1.65
H 2.31 -0.64 -1.65
H 3.89 -0.70 -2.44
H 3.25 0.84 -1.87
H 4.04 -1.51 -0.10
H -1.50 1.15 0.52
H -3.58 0.16 1.43
H -2.86 -1.43 1.10
H -3.02 -1.09 -1.31
H -3.52 0.61 -1.10
H -6.83 -0.56 -0.31
H -6.72 1.76 0.38
H -4.90 1.80 0.17
```

SMILES   C=COCCNC(=O)C(=O)NCC(C)C
Orbital gap   9.9 eV
Energy   -727.0886 hartree
Relative energy (zero: lowest compared OMol25 entry of this formula, charge and spin)   18.4 kcal/mol

Atomic partial charges in e from the natural (NBO) method, atoms 1 to 5: number 1, C, carries -0.56; number 2, C, carries 0.16; number 3, O, carries -0.49; number 4, C, carries -0.07; number 5, C, carries -0.26

=====

Entry 3:
Molecular formula: C10H18N2O5
Method: DFT, wB97M-V/def2-TZVPD

XYZ file:
```
35
Properties=species:S:1:pos:R:3
C 1.64 0.45 0.97
C 0.49 -0.58 0.64
C 0.93 1.66 1.57
C 1.90 2.93 1.59
C -0.45 2.18 0.93
C -1.79 1.66 1.49
C -0.99 -1.88 -0.74
C -1.25 -2.99 0.35
C -1.00 -2.53 -2.17
C -0.66 -1.45 -3.20
H 2.77 -0.36 -0.61
H 3.14 1.18 -0.30
H 2.22 -0.12 1.71
H 0.73 1.53 2.59
H 2.21 3.17 0.64
H 1.37 3.62 2.11
H 2.86 2.80 2.11
H -0.42 3.20 0.99
H -0.40 2.06 -0.22
H -2.54 1.36 0.67
H -1.64 0.81 2.16
H -2.32 2.56 2.10
H 0.66 -0.36 -1.41
H -1.95 -1.22 -0.53
H -0.18 -3.22 -2.38
H -1.92 -3.10 -2.49
H -0.69 -1.43 -5.07
H -1.28 -1.60 1.67
N 2.35 0.55 -0.38
N 0.11 -0.93 -0.60
O -0.05 -1.00 1.71
O -1.00 -4.14 0.12
O -0.39 -0.22 -3.16
O -0.73 -2.13 -4.37
O -1.72 -2.47 1.54
```

SMILES   CC[C@H](C)[C@H](N)C(=O)N[C@@H](CC(=O)O)C(=O)O
Orbital gap   10.1 eV
Energy   -877.5020 hartree
Relative energy (zero: lowest compared OMol25 entry of this formula, charge and spin)   86.3 kcal/mol

Atomic partial charges in e from the natural (NBO) method, atoms 1 to 5: number 1, C, carries -0.11; number 2, C, carries 0.71; number 3, C, carries -0.21; number 4, C, carries -0.60; number 5, C, carries -0.41